{"formula": "C23H76N14O15", "method": "the ωB97M-V functional and the def2-TZVPD basis", "elements": ["O", "O", "O", "O", "O", "O", "O", "O", "O", "O", "O", "O", "O", "O", "O", "N", "N", "N", "N", "N", "N", "N", "N", "N", "N", "N", "N", "N", "N", "C", "C", "C", "C", "C", "C", "C", "C", "C", "C", "C", "C", "C", "C", "C", "C", "C", "C", "C", "C", "C", "C", "C", "H", "H", "H", "H", "H", "H", "H", "H", "H", "H", "H", "H", "H", "H", "H", "H", "H", "H", "H", "H", "H", "H", "H", "H", "H", "H", "H", "H", "H", "H", "H", "H", "H", "H", "H", "H", "H", "H", "H", "H", "H", "H", "H", "H", "H", "H", "H", "H", "H", "H", "H", "H", "H", "H", "H", "H", "H", "H", "H", "H", "H", "H", "H", "H", "H", "H", "H", "H", "H", "H", "H", "H", "H", "H", "H", "H"], "positions_angstrom": [[-1.03881, 1.18872, 1.38137], [-3.05397, 1.99167, -3.08521], [-0.73122, 3.06239, 3.23545], [-0.45454, 5.83760, -0.84301], [-3.37449, -0.50821, -5.36062], [-0.55103, -2.53080, -2.24013], [1.79301, 2.60620, 1.39064], [0.86471, -1.13370, 4.43964], [0.14377, 1.92079, -2.41012], [2.65990, -1.45393, -5.75728], [-2.98743, 0.19471, 5.17499], [-0.07431, -4.11889, 3.26908], [2.48973, -0.86283, -1.84235], [-3.41283, -1.45163, 0.46214], [3.79988, -2.57605, 3.47600], [-1.05390, -4.00843, 1.15328], [-2.07782, -0.46484, -3.54101], [0.92793, -0.64268, -4.34623], [-3.71817, -3.77329, -0.05706], [-2.12424, -2.29850, -4.73568], [-1.05996, 3.60397, -0.15210], [0.73885, -2.49654, -5.37069], [1.48134, -3.43753, -2.79995], [-0.84601, -0.62472, -0.18990], [0.80468, -3.86787, -0.67434], [0.87578, 0.51662, 0.11316], [-0.26992, -2.19061, 2.09029], [-0.05122, 5.01496, 1.23371], [-3.45533, -2.34879, -1.73475], [3.83728, -1.07844, -1.92809], [-3.92295, 2.17850, -2.07906], [-3.81004, 1.05265, -1.00346], [2.41112, 0.48845, 5.00144], [-2.43951, 4.61597, 3.80350], [-0.54116, -3.44603, 2.18705], [-3.24751, -1.47770, 3.61415], [-0.31601, 0.35940, 0.50585], [-0.54171, 4.83140, 0.09293], [1.14875, 0.19168, 4.15805], [4.35033, -0.02488, -2.83232], [3.43608, -3.05766, 2.27556], [2.77597, -1.91942, 1.49721], [3.16159, 2.97183, 1.02410], [0.53186, -3.26820, -1.87720], [-2.46668, -0.27578, 3.97549], [1.94828, 3.61679, -2.55926], [1.44409, -1.49507, -5.17474], [-2.51224, -1.07961, -4.62481], [1.37977, 2.29387, -3.00324], [3.85732, 1.86745, 0.14444], [-2.05685, 3.14630, 3.64633], [-3.59973, -2.50890, -0.44616], [1.45286, 3.47506, 1.75615], [-3.95936, -3.95552, 0.92276], [2.13547, 1.49192, -2.84102], [-0.41892, -1.10163, -1.02197], [4.21171, -0.86497, -0.95011], [4.76980, 2.10616, -0.41701], [5.41021, -0.15854, -2.86090], [-1.34971, 3.52147, -1.10848], [-3.68885, -4.50110, -0.71459], [-1.38033, -0.40507, 4.12677], [-4.15379, -1.23526, 3.11167], [-1.71425, -3.56788, 0.50849], [2.30079, -2.23965, 0.56890], [-2.42380, -0.00659, 5.91285], [-2.31434, 5.19728, 2.88997], [-3.80255, 3.13436, -1.63798], [3.93908, -2.10042, -2.34968], [-2.15037, 2.61422, 4.57757], [1.20496, 2.36218, -4.11088], [-3.50342, 4.80822, 4.10862], [1.49885, 3.76747, -1.59022], [1.99964, -1.53786, 2.06339], [-2.67034, 2.80508, 2.73366], [3.68265, 3.06095, 1.95016], [-0.04415, -1.66640, 2.96957], [0.75970, -1.16228, 5.41184], [-0.27573, -2.47967, -5.18039], [0.04745, -0.75223, -3.71068], [-1.61200, -1.03119, -2.82960], [-4.33658, 1.27417, -0.13414], [-2.68502, -2.13028, 2.91709], [-0.56921, 2.21355, 2.90200], [-1.77293, -0.89929, -0.00495], [1.74561, 4.42390, -3.22119], [1.35087, -3.04932, -3.73852], [1.28978, 0.27647, -4.25818], [-1.10224, 2.74090, 0.40309], [4.09971, -0.19809, -3.83931], [-1.04935, -5.02610, 1.10950], [3.14463, 3.93543, 0.52031], [3.33755, -1.06757, 1.32056], [4.08286, 1.04079, -2.68042], [-0.45328, -1.56434, 1.30877], [-1.82063, 5.04006, 4.60436], [3.17333, 1.69137, -0.74124], [-0.34559, 4.39913, 2.03329], [1.46383, -0.10304, -0.50873], [1.73975, -4.21822, -0.38580], [-3.38356, -1.35552, -2.07725], [-3.34514, -3.22298, -2.33184], [1.34442, 1.37071, 0.62328], [1.27959, 0.26610, 3.12747], [0.12782, -3.73289, 0.06143], [-4.07917, 0.10247, -1.37632], [-1.91729, -2.81720, -3.81255], [3.22534, -0.18432, 4.79607], [-2.27876, 0.54310, -3.46235], [2.22708, -4.20077, -2.77106], [3.97553, 1.02892, 0.78428], [2.96357, 3.53613, -2.50422], [2.76494, 1.45413, 4.65189], [-2.58104, 0.43584, 3.16809], [0.03922, 6.04607, 1.28079], [0.21917, 0.73634, 4.43236], [0.28343, 1.49015, -1.51676], [1.11023, -3.27790, -5.89945], [4.18029, -3.58780, 1.72727], [-2.78813, 2.77670, -3.56041], [-2.74221, 0.95982, -0.66389], [-2.69491, -2.75406, -5.53334], [2.14085, -1.54211, -2.40768], [3.01371, -2.41492, 4.00571], [-3.38269, -2.13510, 4.53924], [2.20337, 0.50571, 6.01596], [-4.92386, 2.26503, -2.49421], [2.70147, -3.77963, 2.62498]], "forces_ev_per_angstrom": [[3.4, -4.1, -3.6], [2.4, -0.8, -2.2], [1.3, 2.7, 1.0], [-0.8, -4.7, 3.8], [2.2, -1.6, 0.4], [3.8, -3.1, 2.2], [1.1, 2.0, 0.4], [-0.7, -2.2, 1.0], [-0.1, -0.7, 0.8], [-4.3, 0.6, 2.6], [-1.1, 1.7, 1.1], [-2.4, 2.0, -4.6], [-3.0, 0.0, 0.9], [-1.5, -5.5, -4.2], [2.7, 1.6, 3.1], [-2.9, -3.4, -3.5], [1.2, 1.0, 1.8], [-2.6, 2.7, 3.4], [-0.6, -0.1, 2.6], [0.1, -7.0, -1.5], [-0.6, 0.5, -1.5], [-4.9, -7.1, -1.6], [2.2, -1.5, -1.1], [-1.3, -1.9, -1.5], [0.1, 0.8, -1.6], [6.4, 3.7, 1.0], [0.4, 4.3, 1.4], [2.0, 2.3, 5.8], [-0.1, 0.3, -2.4], [0.5, 0.8, -0.4], [-2.3, -0.4, 2.2], [2.6, 1.5, -1.6], [-0.4, 1.6, -3.2], [-0.5, 0.4, 1.0], [4.3, -2.1, 8.1], [1.2, -3.2, 0.5], [-4.8, 2.8, 2.1], [-1.5, 1.6, -8.5], [0.3, 0.5, 2.7], [1.6, 0.7, -0.8], [-3.0, 0.0, -1.0], [-0.3, -2.3, -1.1], [0.4, -0.6, -0.9], [-1.7, 0.9, -0.4], [1.0, -0.1, -0.2], [-2.4, -0.6, 0.5], [8.8, 3.4, -2.9], [-4.8, 5.7, -0.8], [0.3, -0.8, -1.4], [-2.2, 1.5, -1.3], [-1.9, 0.9, -2.2], [1.6, 5.1, 4.6], [-0.2, -1.5, -0.7], [0.3, 0.0, -0.8], [-0.6, 0.4, 0.0], [-0.3, 0.8, 1.3], [0.8, -0.8, 0.8], [0.1, 0.5, 1.0], [1.1, 0.5, 0.1], [0.0, -0.3, -0.2], [-0.3, -1.0, -0.6], [-0.5, -0.5, -0.5], [-0.9, 0.2, 0.0], [0.3, 0.1, 0.8], [0.2, 0.0, -0.2], [0.3, -0.2, 0.2], [0.2, -0.2, -0.1], [0.5, 1.0, 0.9], [1.0, 0.5, 0.6], [-0.8, -0.5, 0.1], [0.0, -0.3, 0.8], [0.9, -0.7, -0.2], [0.1, 0.7, 0.5], [-1.7, 0.4, 1.3], [0.3, -0.3, 1.8], [0.7, 0.2, 0.6], [-0.1, -1.3, -0.9], [-0.1, -0.5, -0.8], [0.6, 0.0, -0.2], [2.1, -0.2, -2.2], [0.0, 0.9, -0.3], [-1.2, 0.3, 1.4], [-0.3, 0.5, 0.2], [0.3, -2.2, -1.3], [-1.9, -0.2, 0.3], [-0.6, 0.7, -0.4], [-0.4, -0.4, 0.4], [0.7, 0.5, -0.1], [0.3, 0.6, 0.5], [-0.8, -0.5, -1.4], [-0.2, 0.5, 0.4], [0.0, 0.0, -0.1], [2.0, 1.3, -0.5], [0.2, -0.8, 0.7], [-0.4, -1.1, 0.1], [0.0, 0.2, -0.2], [0.4, -0.4, 1.2], [0.2, 0.9, -0.6], [-1.1, 0.6, 0.8], [-1.1, 0.6, -0.8], [0.1, -1.8, -0.1], [-0.4, 2.3, 0.9], [-0.7, -1.7, -1.2], [0.5, 0.4, -1.8], [0.0, -0.1, 0.3], [-0.7, -0.7, -0.4], [-0.2, 0.9, -2.3], [0.0, -0.6, -0.2], [0.0, -0.4, 0.5], [-1.7, 1.6, 0.4], [0.2, -1.1, 0.1], [2.9, -0.1, 0.4], [0.2, 0.5, 0.5], [0.0, 0.6, 0.1], [0.4, -1.0, 1.0], [1.0, 0.6, -0.1], [0.2, 0.9, -1.4], [-0.1, 0.5, -0.1], [1.1, -0.1, -0.1], [-0.1, 0.3, 0.1], [-0.9, 0.3, -0.4], [1.3, 0.4, 2.1], [-1.0, 0.0, -0.4], [-0.1, 0.0, -0.1], [-0.2, 1.0, -1.2], [-0.5, 0.1, 2.0], [-0.6, -0.5, 0.1], [-0.8, -0.7, -1.5]], "gap_ev": 8.1, "fmax_ev_per_a": 9.9, "de_lowest_kcal_mol": 0.0, "mol_weight_g_mol": 788.94}